#w
Molecular formula: C4H12N2S
Method: DFT, the ωB97M-V functional and the def2-TZVPD basis

SMILES string	NCNCCCS
HOMO-LUMO gap	9.93	eV

Last column: Mulliken charge in e.
Atoms and positions in Å:
N -1.170 2.155 0.006  -0.64
C -0.446 1.642 -1.153  -0.67
N 0.750 0.887 -0.865  -0.23
C 0.658 -0.566 -1.042  -0.98
C -0.033 -1.259 0.117  -0.74
C 0.561 -0.898 1.459  -0.34
S -0.050 -1.991 2.810  -0.26
H -0.532 2.599 0.655  0.26
H -1.635 1.411 0.520  0.26
H -0.283 2.489 -1.803  0.43
H -1.169 1.008 -1.673  0.37
H 1.590 1.212 -1.314  0.22
H 1.676 -0.931 -1.156  0.47
H 0.102 -0.802 -1.953  0.31
H 0.060 -2.341 0.013  0.52
H -1.101 -1.027 0.128  0.33
H 0.292 0.106 1.782  0.26
H 1.638 -1.005 1.403  0.33
H -0.907 -2.689 2.065  0.11

=====

#x
Molecular formula: C4H12N2S
Method: DFT, the ωB97M-V functional and the def2-TZVPD basis

HOMO-LUMO gap	6.97	eV

Last column: Mulliken charge in e.
Atoms and positions in Å:
C -0.316 -0.214 -1.173  -0.57
N -0.273 1.028 -0.351  -0.33
C -1.617 1.251 -0.034  -0.25
N -1.865 2.684 0.127  -0.64
C 0.970 -1.024 -1.343  -0.60
C 1.819 -1.182 -0.093  -0.53
S 0.849 -1.248 1.427  -0.22
H -0.899 -0.986 -0.657  0.24
H -0.735 -0.171 -2.239  0.31
H 0.251 0.832 0.554  0.32
H -1.849 0.686 0.907  0.15
H -2.339 0.759 -0.693  0.36
H -1.320 3.223 -0.521  0.23
H -2.872 2.989 -0.004  0.22
H 0.754 -1.968 -1.795  0.34
H 1.577 -0.450 -2.126  0.29
H 2.407 -2.232 -0.062  0.27
H 2.618 -0.455 0.154  0.33
H -1.359 -1.224 1.073  0.09

=====

#y
Molecular formula: C4H12N2S
Method: DFT, the ωB97M-V functional and the def2-TZVPD basis

SMILES string	CN[C@H](CN)CS
HOMO-LUMO gap	9.53	eV

Last column: Mulliken charge in e.
Atoms and positions in Å:
C 1.430 0.234 1.902  -0.91
N -0.102 -0.005 1.526  -0.42
C -0.553 0.072 0.156  0.14
C -0.453 -1.286 -0.482  -0.56
N -1.092 -1.277 -1.897  -0.65
C 0.138 1.284 -0.713  -0.96
S -1.130 1.894 -1.938  -0.16
H 2.150 -0.082 1.143  0.27
H 1.688 1.252 2.113  0.32
H 1.787 -0.123 2.830  0.38
H -0.360 -0.893 1.973  0.29
H -1.499 0.588 0.195  0.24
H -0.962 -2.036 0.181  0.38
H 0.561 -1.685 -0.629  0.30
H -0.304 -0.908 -2.397  0.25
H -1.025 -2.249 -2.211  0.25
H 0.443 2.120 0.067  0.29
H 1.118 0.848 -1.036  0.39
H -1.835 2.250 -0.781  0.15

=====

Ordering by calculated energy gives the sequence #w, #y, #x, with the first entry being the most stable.

=====

#w
Molecular formula: C4H12N2S
Method: DFT, the ωB97M-V functional and the def2-TZVPD basis

SMILES string	NCCNCCS
HOMO-LUMO gap	9.71	eV

Last column: Mulliken charge in e.
Atoms and positions in Å:
N 1.969 -2.230 0.886  -0.52
C 1.773 -2.015 -0.578  -0.71
C 1.623 -0.546 -0.951  -0.46
N 0.227 0.011 -0.791  -0.43
C 0.221 1.290 -0.110  -0.65
C -1.160 1.929 -0.051  -0.55
S -2.357 0.769 0.708  -0.28
H 2.907 -2.490 1.161  0.22
H 1.655 -1.473 1.473  0.20
H 2.690 -2.386 -1.037  0.39
H 0.900 -2.605 -0.861  0.32
H 1.703 -0.705 -2.033  0.22
H 2.364 0.135 -0.531  0.37
H -0.083 -0.750 -0.191  0.30
H 0.923 2.004 -0.557  0.42
H 0.550 1.144 0.935  0.30
H -1.145 2.753 0.676  0.35
H -1.427 2.438 -0.978  0.41
H -3.510 1.225 0.232  0.11

=====

#x
Molecular formula: C4H12N2S
Method: DFT, the ωB97M-V functional and the def2-TZVPD basis

SMILES string	CN[C@H](CN)CS
HOMO-LUMO gap	9.58	eV

Last column: Mulliken charge in e.
Atoms and positions in Å:
C 0.568 -1.187 -1.838  -0.96
N -0.515 -0.863 -0.871  -0.24
C -0.468 0.279 0.039  0.38
C 0.874 1.046 -0.046  -0.82
N 0.918 2.250 0.775  -0.63
C -0.618 -0.252 1.459  -0.96
S -2.161 -1.239 1.713  -0.24
H 1.307 -1.828 -1.347  0.27
H 0.106 -1.791 -2.627  0.33
H 1.071 -0.328 -2.256  0.29
H -1.387 -0.941 -1.369  0.27
H -1.283 0.977 -0.189  0.23
H 0.993 1.368 -1.084  0.29
H 1.653 0.370 0.286  0.38
H 1.213 2.098 1.732  0.30
H -0.006 2.668 0.874  0.25
H 0.198 -0.940 1.650  0.35
H -0.710 0.533 2.194  0.38
H -1.753 -2.220 0.906  0.12

=====

Ordering by calculated energy gives the sequence #x, #w, with the first entry being the most stable.

=====

#w
Molecular formula: C4H12N2S
Method: DFT, the ωB97M-V functional and the def2-TZVPD basis

SMILES string	[H]/N=C\NC.CCS
HOMO-LUMO gap	8.45	eV

Last column: Mulliken charge in e.
Atoms and positions in Å:
H -0.367 -0.618 -2.427  0.20
N -0.365 -0.312 -1.436  -0.66
C 0.635 0.532 -1.221  0.28
N 1.114 1.407 -2.165  -0.26
C 1.915 2.587 -1.762  -0.87
H 1.125 0.687 -0.195  0.16
H 0.555 1.408 -3.002  0.25
H 1.862 3.294 -2.579  0.34
H 2.914 2.258 -1.553  0.28
H 1.490 3.104 -0.896  0.32
C -0.051 -0.034 2.628  -1.11
C -1.218 -0.358 1.700  -0.35
S -1.076 -2.035 1.045  -0.36
H 0.823 -0.170 2.012  0.29
H 0.073 -0.745 3.406  0.37
H -0.016 0.977 3.002  0.30
H -1.304 0.435 0.845  0.26
H -2.146 -0.372 2.264  0.30
H -0.718 -1.718 -0.464  0.25

=====

#x
Molecular formula: C4H12N2S
Method: DFT, the ωB97M-V functional and the def2-TZVPD basis

HOMO-LUMO gap	8.53	eV

Last column: Mulliken charge in e.
Atoms and positions in Å:
C 0.503 -0.702 0.238  -0.62
N 0.097 0.740 0.236  -0.36
C -1.181 1.028 -0.527  -0.29
C -2.434 0.522 0.142  -0.89
S -2.787 -1.282 0.233  -0.20
C 1.806 -0.790 -0.540  -0.64
N 2.873 -0.049 0.105  -0.60
H -0.091 -1.449 -0.256  0.32
H 0.815 -0.876 1.276  0.48
H -1.459 -1.151 1.459  0.14
H -1.294 2.128 -0.549  0.30
H -0.970 0.749 -1.561  0.30
H -3.327 0.973 -0.287  0.38
H -2.440 0.785 1.204  0.38
H 2.241 -1.800 -0.533  0.40
H 1.491 -0.500 -1.599  0.21
H 3.785 -0.122 -0.324  0.22
H -0.263 0.858 1.189  0.25
H 2.637 0.936 0.092  0.22

=====

#y
Molecular formula: C4H12N2S
Method: DFT, the ωB97M-V functional and the def2-TZVPD basis

SMILES string	CNC[C@@H](N)CS
HOMO-LUMO gap	10.12	eV

Last column: Mulliken charge in e.
Atoms and positions in Å:
C -2.946 0.171 -0.117  -0.85
N -1.594 0.378 0.414  -0.31
C -0.550 -0.076 -0.497  -1.01
C 0.820 0.173 0.126  0.59
N 0.895 -0.628 1.354  -0.71
C 1.922 -0.274 -0.801  -1.00
S 3.539 0.398 -0.397  -0.19
H -3.141 0.764 -1.020  0.31
H -3.642 0.356 0.702  0.30
H -3.067 -0.855 -0.481  0.30
H -1.481 1.388 0.469  0.23
H -0.625 -1.158 -0.549  0.41
H -0.616 0.329 -1.505  0.41
H 0.908 1.247 0.356  0.20
H 0.322 -0.206 2.080  0.25
H 1.829 -0.520 1.745  0.25
H 1.944 -1.361 -0.841  0.42
H 1.764 0.077 -1.823  0.33
H 3.717 -0.203 0.784  0.09

=====

#z
Molecular formula: C4H12N2S
Method: DFT, the ωB97M-V functional and the def2-TZVPD basis

HOMO-LUMO gap	4.92	eV

Last column: Mulliken charge in e.
Atoms and positions in Å:
C -1.901 0.197 -2.852  -0.92
C -1.887 -0.371 -1.433  -0.56
S -0.557 -1.626 -1.184  -0.63
H -2.424 -0.488 -3.513  0.28
H -0.941 0.470 -3.280  0.27
H -2.505 1.133 -2.891  0.30
H -2.872 -0.887 -1.256  0.29
H -1.807 0.425 -0.660  0.29
C 1.447 0.735 1.022  -0.23
C 0.959 -0.330 1.759  -0.36
N 1.541 -0.535 3.106  -0.27
N 1.146 0.951 -0.294  -0.24
H 2.175 1.392 1.487  0.20
H 0.374 -1.096 1.392  0.39
H 2.426 -1.089 3.031  0.34
H 1.719 0.422 3.465  0.39
H 0.799 -1.006 3.657  0.37
H 0.481 0.272 -0.791  -0.14
H 1.826 1.430 -0.765  0.20

=====

Ordering by calculated energy gives the sequence #y, #w, #x, #z, with the first entry being the most stable.

=====

#w
Molecular formula: C4H12N2S
Method: DFT, the ωB97M-V functional and the def2-TZVPD basis

SMILES string	NC[C@H](N)CCS
HOMO-LUMO gap	9.66	eV

Last column: Mulliken charge in e.
Atoms and positions in Å:
N -1.743 -0.256 1.424  -0.57
C -1.090 0.662 0.463  -0.64
C 0.470 0.544 0.552  0.23
N 1.104 1.836 0.793  -0.62
C 1.047 -0.070 -0.721  -0.93
C 0.714 -1.551 -0.902  -0.68
S -0.810 -1.872 -1.883  -0.24
H -2.621 -0.608 1.070  0.20
H -1.903 0.241 2.289  0.21
H -1.414 0.347 -0.525  0.38
H -1.334 1.696 0.684  0.32
H 0.672 -0.105 1.384  0.41
H 0.716 2.603 0.274  0.21
H 1.374 2.035 1.736  0.20
H 2.132 0.024 -0.647  0.40
H 0.860 0.539 -1.611  0.29
H 0.488 -2.000 0.044  0.32
H 1.557 -2.072 -1.346  0.40
H -0.220 -1.992 -3.078  0.12

=====

#x
Molecular formula: C4H12N2S
Method: DFT, the ωB97M-V functional and the def2-TZVPD basis

SMILES string	CN[C@@H](CN)CS
HOMO-LUMO gap	9.46	eV

Last column: Mulliken charge in e.
Atoms and positions in Å:
C -1.640 -1.378 0.473  -1.00
N -1.321 -0.035 0.074  -0.37
C 0.057 0.370 0.000  0.38
C 1.018 -0.513 -0.837  -0.75
N 1.483 -1.668 -0.042  -0.61
C 0.240 1.770 -0.632  -0.96
S -0.870 3.013 0.178  -0.25
H -1.255 -1.627 1.504  0.32
H -1.117 -2.144 -0.104  0.35
H -2.721 -1.437 0.579  0.33
H -1.785 0.661 0.644  0.24
H 0.470 0.271 1.021  0.17
H 0.752 -0.910 -1.820  0.32
H 1.958 -0.006 -1.115  0.42
H 0.949 -1.828 0.806  0.23
H 2.400 -1.683 0.388  0.24
H 0.069 1.668 -1.690  0.38
H 1.270 2.097 -0.488  0.42
H 0.042 3.379 1.061  0.12

=====

Ordering by calculated energy gives the sequence #w, #x, with the first entry being the most stable.

=====

#w
Molecular formula: C5H9NO2
Method: DFT, the ωB97M-V functional and the def2-TZVPD basis

HOMO-LUMO gap	4.12	eV

Last column: Mulliken charge in e.
Atoms and positions in Å:
C -1.155 -0.049 1.232  0.19
C 2.223 -1.247 1.211  -0.45
C 2.099 0.015 0.687  0.13
C 2.178 1.220 1.359  -0.52
N -2.153 -0.690 0.807  -0.52
C -0.939 0.115 -1.982  0.01
O -0.005 0.159 -1.138  -0.51
O -2.131 0.463 -1.749  -0.73
H -1.301 0.942 1.699  0.26
H -0.179 -0.539 1.339  -0.02
H 2.466 -2.102 0.599  0.27
H 2.580 -1.319 2.246  0.28
H 1.875 -0.006 -0.369  0.30
H 2.453 1.235 2.401  0.29
H 2.268 2.161 0.805  0.28
H -2.387 -0.160 -0.100  0.38
H -0.727 -0.224 -2.993  0.37

=====

#x
Molecular formula: C5H9NO2
Method: DFT, the ωB97M-V functional and the def2-TZVPD basis

SMILES string	CC(=O)N(C)CC=O
HOMO-LUMO gap	10.05	eV

Last column: Mulliken charge in e.
Atoms and positions in Å:
C -0.184 -0.228 -2.015  -1.11
C 0.630 -0.846 -0.901  0.75
O 1.336 -1.823 -0.980  -0.62
N 0.376 -0.352 0.384  0.06
C 0.908 -1.071 1.610  -1.01
C -0.757 0.490 0.674  -0.69
C -0.524 1.977 0.390  0.04
O 0.257 2.659 0.982  -0.45
H 0.256 0.713 -2.391  0.29
H -0.064 -0.859 -2.895  0.34
H -1.195 0.001 -1.711  0.30
H 1.851 -0.616 1.849  0.27
H 1.002 -2.135 1.343  0.34
H 0.070 -1.034 2.291  0.41
H -1.655 0.197 0.109  0.35
H -1.145 0.562 1.703  0.40
H -1.160 2.365 -0.441  0.31

=====

Ordering by calculated energy gives the sequence #x, #w, with the first entry being the most stable.

=====

#w
Molecular formula: C5H9NO2
Method: DFT, the ωB97M-V functional and the def2-TZVPD basis

SMILES string	C=C(C)/[N+]([O-])=C\OC
HOMO-LUMO gap	8.71	eV

Last column: Mulliken charge in e.
Atoms and positions in Å:
C 1.554 0.420 -1.072  -0.92
C 0.555 1.047 -0.394  0.56
C -0.045 2.290 -0.856  -1.06
N 0.073 0.660 0.872  0.52
O -0.205 1.581 1.723  -0.70
C -0.313 -0.540 1.115  -0.20
O 0.153 -1.609 0.452  -0.27
C -0.834 -2.622 0.420  -0.74
H 2.001 -0.580 -0.693  0.20
H 1.971 0.820 -1.964  0.32
H -1.155 2.044 -0.820  0.27
H 0.282 2.584 -1.880  0.34
H 0.040 3.081 -0.138  0.30
H -0.800 -0.574 2.091  0.49
H -0.705 -3.303 1.332  0.28
H -1.785 -2.185 0.542  0.39
H -0.789 -3.113 -0.731  0.23

=====

#x
Molecular formula: C5H9NO2
Method: DFT, the ωB97M-V functional and the def2-TZVPD basis

HOMO-LUMO gap	9.00	eV

Last column: Mulliken charge in e.
Atoms and positions in Å:
C 0.635 1.478 0.109  -1.27
C 2.087 -0.617 0.004  -1.31
C -1.670 -0.816 -0.335  0.63
C 0.772 0.012 0.341  0.84
N -2.229 0.283 -0.913  -0.37
C -0.203 -0.726 0.959  -0.35
O -1.438 -0.292 1.291  -0.54
O -1.719 -1.941 -0.717  -0.50
H -2.385 1.058 -0.287  0.25
H -3.014 0.067 -1.508  0.29
H 0.008 -1.774 1.181  0.34
H -0.274 1.868 0.561  0.31
H 0.624 1.694 -0.964  0.29
H 1.496 2.012 0.543  0.42
H 2.315 -0.473 -1.061  0.29
H 2.898 -0.147 0.575  0.32
H 2.094 -1.687 0.222  0.36

=====

#y
Molecular formula: C5H9NO2
Method: DFT, the ωB97M-V functional and the def2-TZVPD basis

HOMO-LUMO gap (spin up / spin down)	8.04 / 7.36	eV

Last column: Mulliken charge in e.
Atoms and positions in Å:
C 0.467 0.426 0.216  0.52
C -1.417 -0.684 -0.654  0.09
C 0.791 1.556 1.151  -1.50
C -2.878 -0.906 -0.478  -1.10
C 1.457 -0.419 -0.394  0.61
N 2.762 0.003 -0.302  -0.41
O -0.830 0.158 0.118  -0.28
O 1.191 -1.468 -0.982  -0.70
H -0.859 -1.312 -1.326  0.45
H 3.456 -0.670 -0.580  0.26
H 3.034 0.703 0.360  0.20
H -0.138 1.942 1.561  0.35
H 1.417 1.223 1.985  0.33
H 1.303 2.369 0.635  0.31
H -3.412 -0.703 -1.408  0.30
H -3.276 -0.263 0.301  0.31
H -3.068 -1.953 -0.204  0.27

=====

Ordering by calculated energy gives the sequence #x, #y, #w, with the first entry being the most stable.